No. 1
8
Properties=species:S:1:pos:R:3:forces:R:3 method="wB97M-V/def2-TZVPD" homo_energy_ev=-16.180 energy_ev=-5562.5335 fmax_ev_per_a=5.20 charge=+1 de_lowest_kcal_mol=54.2
N 2.1253 0.2852 -0.1154 0.9 0.1 0.1
N 1.1764 -0.2306 0.0070 4.0 0.7 -0.1
C -0.1464 -0.5911 0.0038 -3.2 -2.9 2.9
N -0.8599 0.5782 -0.0634 -1.9 1.8 1.5
H -0.3276 -1.1687 1.0906 0.4 1.3 -3.0
H -0.1936 -1.3421 -0.8215 -0.6 0.6 0.5
H -0.9274 1.2596 0.7133 0.2 -1.6 0.2
H -0.8469 1.2095 -0.8145 0.2 -0.1 -2.1

---

No. 2
8
Properties=species:S:1:pos:R:3:forces:R:3 method="wB97M-V/def2-TZVPD" homo_energy_ev=-16.882 energy_ev=-5561.0174 fmax_ev_per_a=8.51 charge=+1 de_lowest_kcal_mol=89.2
N -1.2882 -0.0975 0.1753 7.8 3.3 -0.7
C 0.2114 0.0438 0.0705 -5.5 -1.1 0.4
N 1.2956 0.8355 0.0117 -2.1 -3.1 -5.1
N 1.2676 -0.7096 0.2336 -0.2 0.3 0.9
H -1.7908 0.6389 -0.3219 -0.2 -0.5 0.3
H -1.5022 -1.0416 0.2397 -1.1 -1.9 -0.3
H 1.4880 1.3513 0.7606 1.4 2.5 4.5
H 1.7370 -1.3370 -0.4307 -0.1 0.6 -0.1

---

No. 3
8
Properties=species:S:1:pos:R:3:forces:R:3 method="wB97M-V/def2-TZVPD" homo_energy_ev=-16.217 energy_ev=-5561.6762 fmax_ev_per_a=5.28 charge=+1 de_lowest_kcal_mol=74.0
N 0.7283 -0.4298 0.7933 -3.1 4.0 -1.5
C -0.0240 0.1316 -0.1575 1.3 0.0 4.9
N -0.5867 -0.0743 -1.2995 -0.9 1.1 -4.3
N -1.0659 0.9625 -0.2290 -0.2 -3.6 1.5
H 1.2439 -1.1945 0.5147 1.7 -2.1 0.0
H 0.6084 -0.0139 1.7365 0.6 -0.8 -0.8
H -0.2874 0.4696 -2.1596 0.2 -1.2 1.0
H -1.0692 1.9205 -0.3382 0.6 2.6 -0.9

---

No. 4
9
Properties=species:S:1:pos:R:3:forces:R:3 method="wB97M-V/def2-TZVPD" homo_energy_ev="-15.544 / -15.543" energy_ev=-7607.5251 fmax_ev_per_a=2.18 charge=+1 de_lowest_kcal_mol=126.4
C 0.5807 0.3747 -0.3424 -1.4 1.1 0.0
N -2.2897 -0.7295 1.0401 1.7 -0.7 -0.3
N -0.2424 -0.4636 0.2705 0.6 -2.0 0.6
N 1.7990 0.0011 -0.5796 0.4 -0.4 0.1
O -1.4729 0.0217 0.4650 -1.5 1.2 0.0
H 0.2575 1.3722 -0.6523 0.1 -0.1 0.0
H -3.1970 -0.2521 1.1337 0.3 0.8 -0.4
H 2.4682 0.6031 -1.0449 -0.2 -0.1 0.1
H 2.0966 -0.9275 -0.2900 0.0 0.2 -0.1

---

No. 5
11
Properties=species:S:1:pos:R:3:forces:R:3 method="wB97M-V/def2-TZVPD" homo_energy_ev=-15.405 energy_ev=-11703.3882 fmax_ev_per_a=3.65 charge=+1 de_lowest_kcal_mol=67.2
C -0.0891 0.5000 -0.0331 -0.8 -1.0 0.5
N -0.8685 1.3547 -0.6928 -3.5 0.0 -0.9
N 1.0904 0.8943 0.4799 0.9 1.4 1.4
N 0.1070 -2.4572 -0.1067 0.2 1.1 -0.1
O 1.2125 -2.3672 -0.1933 3.0 0.1 -0.1
O -0.8369 -3.0358 -0.1124 -2.6 -1.1 0.2
O -0.5492 -0.6860 0.0827 -0.1 0.2 0.1
H -0.9017 2.2977 -0.3842 0.6 1.0 0.1
H -1.9220 1.0906 -0.9281 3.4 0.0 0.6
H 1.3320 1.9127 0.5121 -0.5 -1.3 -0.6
H 1.4256 0.4961 1.3760 -0.5 -0.3 -1.2

---

No. 6
9
Properties=species:S:1:pos:R:3:forces:R:3 method="wB97M-V/def2-TZVPD" homo_energy_ev=-8.726 energy_ev=-14858.4382 fmax_ev_per_a=3.07 de_lowest_kcal_mol=53.2
C -0.1399 1.1282 -0.1029 -1.6 -0.6 0.3
N 1.2499 0.7587 -0.1385 0.9 0.7 -1.0
N 1.5245 -0.4225 -0.1810 -0.5 -1.7 0.7
N 0.3926 -1.2694 0.0267 0.7 -2.7 -1.0
P -1.1070 -0.4915 -0.2307 -0.3 0.1 -0.7
H -0.2743 1.6190 0.8878 -0.4 0.3 -1.2
H -0.4982 1.5963 -1.0520 0.9 0.7 1.2
H 0.4588 -2.3207 -0.2550 0.6 3.0 0.5
H -1.6063 -0.5981 1.0457 -0.3 0.1 1.1

---

No. 7
9
Properties=species:S:1:pos:R:3:forces:R:3 method="wB97M-V/def2-TZVPD" homo_energy_ev=-16.317 energy_ev=-16397.8560 fmax_ev_per_a=7.38 charge=+1 de_lowest_kcal_mol=7.1
C -0.7121 0.3232 0.7244 1.4 -2.4 -0.1
N 3.5714 -0.1058 -0.2109 -3.7 1.1 1.5
N -0.3165 0.3292 -0.6301 -6.3 -0.3 3.8
N 2.5629 0.1817 0.1773 3.8 -1.1 -1.5
S -1.2490 -1.0541 -0.4698 0.9 -0.7 0.4
H -0.1554 -0.1248 1.6154 -0.2 0.8 -1.5
H -1.5761 0.8653 0.9292 -1.2 1.4 0.5
H 0.3844 0.4025 -1.2097 5.2 0.4 -3.1
H -2.5095 -0.8171 -0.9257 0.1 0.9 0.0

---

No. 8
12
Properties=species:S:1:pos:R:3:forces:R:3 method="wB97M-V/def2-TZVPD" homo_energy_ev="-8.657 / -8.624" energy_ev=-13196.2787 fmax_ev_per_a=5.73 de_lowest_kcal_mol=88.8
C 0.6621 -0.4451 -0.3316 -1.3 0.3 0.6
N 3.1373 -1.3761 -1.1744 2.5 -0.8 4.2
N 0.0780 0.4772 -1.1324 0.6 -0.5 1.3
N 0.0985 -0.5060 0.8890 -2.1 2.3 -0.8
N 3.8129 0.3359 0.3782 1.1 -0.2 1.7
O 3.1433 0.8177 -0.4561 -0.1 1.8 0.2
O 4.2366 0.6287 1.4791 -0.8 0.6 -1.3
O 3.7717 -1.4446 -0.1714 -2.8 -1.2 -4.9
H 0.7589 0.6580 -1.8621 -0.9 1.0 -0.2
H -0.4903 1.1847 -0.6005 0.9 -0.3 -1.5
H 0.6158 -1.0743 1.4727 0.5 -1.2 1.9
H -0.7125 0.1506 1.3121 2.5 -1.9 -1.3